C27H32BCuF9IN2O9P3S2 | ωB97M-V/def2-TZVPD

Last column: Löwdin charge in e.
Positions of all 87 atoms, in Å:
C 0.37 5.30 2.84  -0.13
C -0.90 4.42 2.28  -0.22
C -0.64 2.80 2.61  -0.22
N -2.00 2.23 2.94  -0.07
C -2.11 0.75 2.54  -0.05
C -2.18 -0.46 3.69  -0.07
C -2.12 0.08 5.25  -0.16
C -0.54 0.29 5.77  -0.65
O -0.38 1.13 6.84  -0.12
I 1.14 -0.70 4.76  0.82
C -2.33 -2.08 3.27  -0.19
P -2.38 -3.47 4.59  0.42
O -4.03 -4.01 4.95  -0.30
O -1.76 -2.96 6.18  -0.33
S -1.20 -5.01 4.15  0.28
C -2.43 -2.37 1.65  -0.22
P -2.67 -4.15 0.88  0.90
C -3.96 -5.15 1.95  -0.33
O -1.12 -5.00 0.86  -0.42
C -2.34 -1.17 0.49  -0.01
C -2.16 0.43 0.94  0.05
C -2.05 1.58 -0.27  -0.17
O -2.62 2.79 -0.18  -0.02
C -1.18 1.07 -1.61  0.06
C -0.19 2.14 -2.40  -0.06
C 0.04 3.71 -1.97  -0.16
C 1.61 4.22 -2.09  -0.20
C 2.52 3.73 -0.81  -0.16
C 3.39 2.37 -1.20  -0.08
C 3.40 1.28 0.07  -0.20
F 2.04 0.65 0.04  -0.01
F 3.61 2.14 1.29  0.00
C 4.63 0.26 -0.24  -0.22
F 4.70 -0.08 -1.71  -0.01
F 5.92 0.99 0.05  0.01
S 4.65 -1.33 0.74  1.09
F 3.30 -2.00 -0.07  -0.18
F 5.70 -2.04 -0.45  -0.20
F 6.10 -0.75 1.53  -0.20
F 3.72 -0.70 2.03  -0.20
F 4.79 -2.80 1.63  -0.17
C 0.64 1.55 -3.68  -0.02
C 0.50 -0.05 -4.16  -0.24
P 1.59 -0.55 -5.67  0.87
N 2.82 -1.75 -5.05  -0.17
O 0.67 -1.34 -6.91  -0.39
C -0.52 -1.09 -3.36  -0.06
C -0.68 -2.65 -3.88  -0.06
B -1.88 -2.69 -5.04  -0.43
O -2.19 -1.46 -5.87  0.02
O -2.67 -3.89 -5.37  0.04
C -1.34 -0.53 -2.06  0.05
C -2.39 -1.44 -1.13  -0.21
O -3.22 -2.26 -1.78  -0.04
H 1.23 4.54 3.09  0.08
H 0.66 6.05 1.97  0.08
H -0.03 5.91 3.77  0.09
H -1.90 4.75 2.85  0.12
H -1.09 4.51 1.13  0.08
H 0.03 2.65 3.59  0.12
H -0.12 2.24 1.73  0.11
H -2.79 2.78 2.53  0.11
H -2.76 -0.55 6.00  0.13
H -2.58 1.18 5.29  0.13
H -3.98 -4.65 5.75  0.10
H -0.75 -3.03 6.07  0.04
H -4.74 -4.46 2.49  0.05
H -4.58 -5.77 1.14  0.05
H -3.46 -5.96 2.63  0.02
H -1.09 -5.57 0.02  0.05
H -0.26 3.84 -0.84  0.10
H -0.60 4.45 -2.64  0.14
H 2.13 3.93 -3.10  0.10
H 1.59 5.41 -2.04  0.13
H 1.79 3.54 0.09  0.11
H 3.31 4.57 -0.58  0.13
H 2.95 1.82 -2.14  0.11
H 4.52 2.61 -1.46  0.15
H 1.36 2.26 -4.29  0.08
H 3.46 -1.13 -4.47  0.05
H 2.38 -2.40 -4.37  0.03
H 1.18 -2.16 -7.24  0.11
H 0.30 -3.03 -4.45  0.11
H -0.99 -3.37 -3.01  0.13
H -2.68 -1.74 -6.71  0.12
H -3.36 -3.95 -4.62  0.14
Cu 1.21 0.72 -8.03  0.64

- Total charge: +1
- Highest occupied orbital energy: -0.367 Ha